49
Properties=species:S:1:pos:R:3 method="wB97M-V/def2-TZVPD" total_charge=-1 homo_energy_ha=-0.3222 e_lumo_ev=1.86 homo_lumo_gap_ev=10.6
As -16.899 13.326 15.714
F -17.655 11.770 15.651
F -16.625 13.355 13.945
F -16.106 14.998 15.868
F -17.127 13.271 17.484
F -15.239 12.605 16.026
F -18.550 14.114 15.494
O -15.563 10.029 11.530
H -15.676 10.702 10.859
H -15.480 9.212 11.038
O -10.195 12.087 15.349
H -9.932 11.224 15.670
H -10.771 11.903 14.608
O -22.042 10.882 16.937
H -21.636 10.191 17.460
H -21.834 11.691 17.405
O -20.648 14.169 18.956
H -20.629 15.018 19.396
H -19.760 14.053 18.618
O -20.951 10.757 13.310
H -20.012 10.620 13.436
H -21.298 10.875 14.194
O -14.531 14.070 9.748
H -15.362 14.108 10.221
H -14.381 14.968 9.453
O -14.307 8.824 15.154
H -14.660 9.430 15.805
H -14.451 9.261 14.315
O -12.175 12.376 12.212
H -11.542 12.798 11.631
H -13.014 12.774 11.983
O -16.552 18.902 14.713
H -16.268 17.988 14.717
H -16.977 19.017 13.863
O -18.290 7.208 13.467
H -17.765 8.000 13.352
H -18.817 7.152 12.670
O -13.654 13.469 19.782
H -13.048 12.831 20.161
H -14.500 13.021 19.774
O -11.788 15.502 16.896
H -11.646 14.674 16.438
H -11.994 15.247 17.795
O -14.493 17.171 19.527
H -14.636 17.191 18.580
H -14.171 16.287 19.702
O -19.081 13.522 10.345
H -18.867 13.054 9.538
H -19.016 12.858 11.032

15
Properties=species:S:1:pos:R:3 method="wB97M-V/def2-TZVPD" total_charge=+1 homo_energy_ha=-0.5245 smiles="C[C@@H]1N=C[C@H](I)[NH2+]1" e_lumo_ev=-4.10 homo_lumo_gap_ev=10.2
C 0.922 -1.427 0.431
C 1.575 -0.660 -0.635
C -0.799 -0.088 0.031
C -1.578 0.928 0.867
N -0.247 -1.179 0.746
N 0.222 0.489 -0.871
I 3.343 0.202 -0.112
H 1.632 -2.244 0.943
H 1.604 -1.032 -1.683
H -1.588 -0.560 -0.542
H -0.949 1.602 1.418
H -2.436 0.565 1.515
H -2.079 1.450 0.136
H 0.485 1.425 -0.457
H -0.105 0.528 -1.785

92
Properties=species:S:1:pos:R:3 method="wB97M-V/def2-TZVPD" total_charge=+2 homo_energy_ha="-0.4308 / -0.4586" multiplicity=2 e_lumo_ev="-7.53 / -7.53" homo_lumo_gap_ev="4.2 / 5.0"
C 4.101 -2.318 -3.375
C 3.091 -3.286 -3.189
C 2.015 -3.033 -2.338
C 1.984 -1.814 -1.578
C 1.187 -1.628 -0.429
Zr 0.204 2.440 -3.166
C -2.117 2.308 -3.357
C -2.373 0.858 -3.243
C -2.525 0.264 -1.964
C -2.857 -1.084 -1.862
C -3.020 -1.871 -3.006
C -2.814 -1.308 -4.274
C -2.493 0.042 -4.396
C 2.210 2.349 -4.509
C 1.312 1.315 -4.967
C 0.162 1.971 -5.534
C 0.303 3.390 -5.349
C 1.579 3.620 -4.753
C 1.544 2.557 -1.053
C 0.130 2.617 -0.807
C -0.340 3.884 -1.291
C 0.750 4.541 -1.943
C 1.924 3.740 -1.750
C 2.868 -0.765 -1.995
C 3.939 -1.025 -2.835
H 4.979 -2.540 -4.000
H 3.166 -4.247 -3.717
H 1.222 -3.777 -2.188
H 0.334 -2.283 -0.236
H 1.592 -0.953 0.312
H -2.564 2.882 -2.535
H -2.405 2.709 -4.336
H -2.412 0.880 -1.064
H -2.997 -1.518 -0.872
H -3.283 -2.924 -2.906
H -2.908 -1.927 -5.170
H -2.349 0.493 -5.382
H 3.217 2.190 -4.137
H 1.528 0.248 -5.015
H -0.622 1.484 -6.106
H -0.367 4.149 -5.744
H 2.051 4.593 -4.646
H 2.223 1.825 -0.629
H -0.463 1.866 -0.300
H -1.324 4.309 -1.107
H 0.729 5.540 -2.377
H 2.941 4.023 -2.016
H 2.683 0.238 -1.592
H 4.636 -0.210 -3.076
O 3.624 2.096 1.564
C 2.960 2.066 2.524
Cr 1.659 2.059 3.895
C 0.477 1.606 2.537
O -0.291 1.343 1.700
C 0.997 3.763 3.281
O 0.551 4.654 2.675
C 2.503 2.568 5.785
C 3.198 1.442 5.315
C 2.492 0.324 4.876
C 1.082 0.303 4.887
C 0.365 -0.640 4.025
C -0.333 -1.157 3.154
C -1.108 -1.986 2.354
C -2.482 -1.510 2.121
C -2.934 -0.370 2.840
C -4.289 -0.085 2.971
C -5.229 -0.816 2.234
C -4.789 -1.824 1.367
C -3.442 -2.182 1.331
C -0.693 -3.377 2.348
C 0.309 -3.772 3.281
C 0.325 -5.060 3.791
C -0.483 -6.041 3.196
C -1.251 -5.723 2.063
C -1.325 -4.410 1.613
C 0.407 1.384 5.514
C 1.108 2.497 5.961
H 3.036 3.493 6.004
H 4.286 1.455 5.228
H 2.997 -0.545 4.442
H -2.212 0.247 3.378
H -4.602 0.714 3.648
H -6.294 -0.587 2.319
H -5.502 -2.345 0.725
H -3.139 -2.983 0.661
H 0.980 -3.027 3.717
H 0.966 -5.294 4.646
H -0.490 -7.057 3.600
H -1.810 -6.506 1.547
H -1.873 -4.193 0.700
H -0.683 1.328 5.587
H 0.562 3.335 6.398

9
Properties=species:S:1:pos:R:3 method="wB97M-V/def2-TZVPD" total_charge=+1 homo_energy_ha=-0.6053 smiles="C=[N+]=NC" e_lumo_ev=-6.89 homo_lumo_gap_ev=9.6
C -1.770 -0.303 -1.174
C 0.937 0.578 1.100
N -0.267 -0.122 0.827
N -0.905 -0.298 -0.320
H -2.714 0.396 -1.172
H -1.754 -1.203 -1.847
H 1.662 -0.278 1.286
H 1.111 0.956 2.127
H 1.105 1.445 0.484

16
Properties=species:S:1:pos:R:3 method="wB97M-V/def2-TZVPD" homo_energy_ha=-0.3371 e_lumo_ev=0.24 homo_lumo_gap_ev=9.4
C -1.428 -0.570 0.816
C -0.649 0.321 -1.000
C -1.311 0.669 -2.021
C 1.330 0.885 0.196
H -2.262 0.334 0.529
H -1.068 -0.148 1.825
H -2.077 -1.657 1.133
H -1.498 1.501 -2.904
H -1.769 -0.306 -2.525
H 2.076 1.791 0.461
H 1.035 -1.077 0.842
H 3.435 -1.357 1.469
N 0.352 1.269 -0.533
N 1.830 -0.484 0.355
O -0.630 -0.830 -0.335
O 2.635 -0.342 1.692

115
Properties=species:S:1:pos:R:3 method="wB97M-V/def2-TZVPD" total_charge=+2 homo_energy_ha="-0.4314 / -0.4956" multiplicity=5 e_lumo_ev="-4.90 / -7.94" homo_lumo_gap_ev="6.8 / 5.5"
Pd -0.145 -0.823 0.188
C 0.397 -1.890 3.826
Si 0.931 -1.031 2.272
C 2.512 -1.880 1.724
C 2.953 -3.051 2.351
C 4.081 -3.722 1.895
C 4.787 -3.246 0.798
C 4.372 -2.087 0.152
C 3.247 -1.411 0.615
P 2.791 0.223 -0.048
C 3.373 0.185 -1.771
C 4.192 1.163 -2.328
C 4.531 1.104 -3.676
C 4.051 0.077 -4.475
C 3.237 -0.906 -3.925
C 2.897 -0.848 -2.582
C 3.900 1.340 0.894
C 4.681 0.839 1.939
C 5.472 1.688 2.702
C 5.491 3.050 2.447
C 4.719 3.566 1.413
C 3.929 2.719 0.652
C 0.933 0.856 2.515
C 1.138 1.139 3.870
C 1.103 2.425 4.389
C 0.827 3.473 3.540
C 0.608 3.235 2.190
C 0.646 1.942 1.637
P 0.796 2.051 -0.239
C 0.233 1.311 -1.881
C 0.761 1.998 -2.927
C 0.618 1.570 -4.271
C -0.035 0.354 -4.554
C -0.565 -0.402 -3.567
C -0.554 0.036 -2.130
C 0.235 3.766 -0.588
C 1.104 4.727 -1.094
C 0.640 6.000 -1.403
C -0.694 6.320 -1.202
C -1.564 5.367 -0.683
C -1.106 4.096 -0.371
H 1.262 -2.032 4.483
H -0.020 -2.878 3.600
H -0.355 -1.315 4.368
H 2.416 -3.449 3.205
H 4.412 -4.622 2.399
H 5.670 -3.769 0.451
H 4.930 -1.710 -0.695
H 4.602 1.951 -1.712
H 5.183 1.860 -4.099
H 4.320 0.035 -5.524
H 2.870 -1.717 -4.544
H 2.273 -1.625 -2.153
H 4.687 -0.219 2.163
H 6.078 1.277 3.501
H 6.104 3.709 3.049
H 4.728 4.629 1.203
H 3.335 3.142 -0.148
H 1.354 0.324 4.553
H 1.290 2.595 5.443
H 0.790 4.491 3.907
H 0.420 4.095 1.575
H 1.325 2.903 -2.752
H 1.038 2.170 -5.067
H -0.105 0.007 -5.578
H -1.045 -1.343 -3.788
H -0.028 -0.791 -1.594
H 2.155 4.503 -1.246
H 1.326 6.740 -1.797
H -1.056 7.313 -1.441
H -2.605 5.614 -0.514
H -1.790 3.373 0.054
N 0.043 -3.095 -0.121
C -1.127 -3.755 0.406
C -0.950 -4.937 1.113
C -2.039 -5.605 1.648
C -3.312 -5.085 1.475
C -3.484 -3.891 0.791
C -2.399 -3.207 0.247
P -2.762 -1.571 -0.597
C -3.117 -0.685 1.023
C -3.943 0.449 1.100
C -4.276 1.015 2.316
C -3.765 0.493 3.501
C -2.924 -0.602 3.454
C -2.606 -1.191 2.231
C -4.395 -1.879 -1.348
C -5.582 -1.466 -0.742
C -6.809 -1.768 -1.315
C -6.868 -2.497 -2.493
C -5.693 -2.934 -3.089
C -4.464 -2.631 -2.524
H 0.026 -3.080 -1.133
H 0.901 -3.514 0.211
H 0.052 -5.345 1.230
H -1.893 -6.534 2.185
H -4.174 -5.603 1.878
H -4.481 -3.482 0.688
H -4.344 0.897 0.205
H -4.947 1.866 2.341
H -4.033 0.934 4.454
H -2.536 -1.025 4.373
H -2.001 -2.083 2.236
H -5.572 -0.922 0.191
H -7.720 -1.434 -0.833
H -7.826 -2.730 -2.941
H -5.730 -3.519 -3.999
H -3.564 -2.984 -3.005
F -1.937 1.098 -0.485
C -2.043 0.136 -1.497
F -1.846 -2.242 -1.876
C -3.019 0.792 -2.500
F -3.298 -0.025 -3.509
F -2.468 1.910 -2.988
F -4.161 1.143 -1.901

Quick rundown of ΔE to the lowest compared entry with this formula, charge and spin, same order as above: 58.9, 50.7, 0.0, 76.9, 220.1, 17.4 kcal/mol